Version i
DFT (wB97M-V/def2-TZVPD) results for 2 unconnected molecules or ions with the total composition C5H13NO2.

Structure (XYZ):
```
21
C5H13NO2, DFT wB97M-V/def2-TZVPD
C 0.893 -0.606 2.537
C -0.010 0.189 1.769
O -0.489 1.231 2.128
N -0.474 -0.381 0.584
C -1.122 0.533 -0.333
C -1.817 -0.270 -1.503
C -0.135 1.577 -0.782
H 1.778 -0.048 2.872
H 0.260 -0.970 3.347
H 1.296 -1.617 2.197
H -0.072 -1.151 0.179
H -1.806 1.059 0.283
H -2.136 -1.334 -1.147
H -2.770 0.217 -1.753
H -1.334 -0.343 -2.390
H 0.487 2.014 -0.150
H -0.758 2.416 -1.406
H 0.398 1.269 -1.674
O 2.827 -1.011 -1.751
H 1.838 -1.010 -1.683
H 3.144 -1.765 -1.323
```

SMILES ... CC(=O)NC(C)C.O
E_HOMO ... -0.3529 Ha
HOMO-LUMO gap ... 0.370 hartree
2S+1 ... 1
Total charge ... 0

---

Version ii
DFT (wB97M-V/def2-TZVPD) results for 3 unconnected molecules or ions with the total composition C5H13NO2.

Structure (XYZ):
```
21
C5H13NO2, DFT wB97M-V/def2-TZVPD
C 1.099 -0.917 -2.116
N 0.748 -0.705 -0.916
C -0.470 0.046 -0.771
C -1.233 -0.292 0.270
C -0.799 1.207 -1.648
C -2.136 1.897 -1.482
H 2.124 -1.218 -2.321
H 0.485 -0.726 -2.990
H -2.287 -0.108 0.423
H -0.838 -0.966 1.025
H -0.138 2.078 -1.556
H -0.592 0.858 -2.656
H -3.046 1.385 -1.158
H -2.165 2.692 -0.729
H -2.435 2.403 -2.401
O 0.220 -2.179 5.891
H -0.393 -2.436 5.209
H 0.622 -3.026 6.103
O 4.037 -0.231 0.538
H 4.092 0.663 0.885
H 3.107 -0.424 0.402
```

SMILES ... C=NC(=C)CC.O.O
E_HOMO ... -0.3264 Ha
HOMO-LUMO gap ... 0.352 hartree
2S+1 ... 1
Total charge ... 0

---

Version iii
DFT (wB97M-V/def2-TZVPD) results for 2 unconnected molecules or ions with the total composition C5H13NO2.

Structure (XYZ):
```
21
C5H13NO2, DFT wB97M-V/def2-TZVPD
C 0.587 -2.234 -1.231
C 0.120 -0.710 -1.501
N -0.163 -0.051 -0.158
C -1.451 -0.714 0.305
C -0.126 1.332 -0.089
C 0.891 2.166 -0.837
O -1.012 1.810 0.656
H 1.464 -2.161 -0.641
H -0.278 -2.883 -0.871
H 1.011 -2.676 -2.096
H -0.630 -0.503 -2.176
H 1.007 -0.273 -1.988
H -1.059 -1.406 1.111
H -1.870 -1.285 -0.504
H -2.159 -0.021 0.733
H 1.682 2.204 -0.109
H 1.409 1.699 -1.670
H 0.461 3.179 -1.095
O 0.793 -0.852 2.638
H 0.837 -1.764 2.441
H 0.890 -0.450 1.742
```

SMILES ... CCN(C)C(C)=O.O
E_HOMO ... -0.3505 Ha
HOMO-LUMO gap ... 0.376 hartree
2S+1 ... 1
Total charge ... 0

---

Version iv
DFT (wB97M-V/def2-TZVPD) results for 2 unconnected molecules or ions with the total composition C5H13NO2.

Structure (XYZ):
```
21
C5H13NO2, DFT wB97M-V/def2-TZVPD
C -1.090 1.591 -2.341
O -1.004 1.696 -0.926
C -1.352 0.627 -0.199
C -1.395 0.976 1.267
O -1.621 -0.449 -0.662
H -0.211 2.085 -2.761
H -1.110 0.540 -2.631
H -1.999 2.090 -2.684
H -1.308 0.070 1.864
H -2.357 1.444 1.480
H -0.613 1.683 1.515
C 1.175 -1.993 -0.219
C 1.708 -0.765 0.506
N 1.594 -0.948 1.944
H 1.330 -1.891 -1.291
H 0.110 -2.108 -0.038
H 1.693 -2.882 0.131
H 2.772 -0.636 0.283
H 1.180 0.132 0.135
H 0.634 -1.156 2.192
H 1.864 -0.105 2.437
```

SMILES ... COC(C)=O.CCN
E_HOMO ... -0.3386 Ha
HOMO-LUMO gap ... 0.370 hartree
2S+1 ... 1
Total charge ... 0

---

Most stable to least stable, the ends of the list are version iv and version ii.

---

Version i
DFT (wB97M-V/def2-TZVPD) results for a single C5H13NO2 molecule.

Structure (XYZ):
```
21
C5H13NO2, DFT wB97M-V/def2-TZVPD
C -0.836 1.387 0.166
C -0.640 -0.131 0.008
C -0.923 -0.548 -1.439
C -1.612 -0.863 0.938
N 0.700 -0.581 0.375
C 1.863 0.014 -0.212
O 2.871 -0.916 -0.353
O 2.382 1.071 0.574
H -1.875 1.648 -0.024
H -0.586 1.702 1.178
H -0.219 1.937 -0.542
H -0.695 -1.602 -1.563
H -1.970 -0.379 -1.677
H -0.318 0.018 -2.142
H -2.639 -0.643 0.663
H -1.451 -1.935 0.867
H -1.459 -0.557 1.971
H 0.808 -0.636 1.381
H 1.631 0.353 -1.229
H 3.174 -1.169 0.527
H 1.794 1.831 0.534
```

SMILES ... CC(C)(C)NC(O)O
E_HOMO ... -0.3318 Ha
HOMO-LUMO gap ... 0.358 hartree
2S+1 ... 1
Total charge ... 0

---

Version ii
DFT (wB97M-V/def2-TZVPD) results for 2 unconnected molecules or ions with the total composition C5H13NO2.

Structure (XYZ):
```
21
C5H13NO2, DFT wB97M-V/def2-TZVPD
C -0.157 2.658 -0.970
C 0.835 1.707 -1.525
C 0.329 0.295 -1.687
C -0.474 -0.042 -0.506
O -1.691 -0.018 -0.575
N 0.032 -0.535 0.657
C 1.457 -0.806 0.784
H -0.078 3.723 -1.314
H -0.112 2.791 0.174
H -1.211 2.399 -1.190
H 1.223 2.097 -2.426
H 1.807 1.450 -0.876
H 1.070 -0.474 -1.953
H -0.336 0.208 -2.650
H -0.609 -0.924 1.290
H 1.709 -0.685 1.826
H 1.998 -0.067 0.178
H 1.564 -1.871 0.452
O -2.170 -3.639 3.433
H -2.903 -3.919 2.771
H -2.285 -4.348 4.107
```

SMILES ... CCCC(=O)NC.O
E_HOMO ... -0.3361 Ha
HOMO-LUMO gap ... 0.363 hartree
2S+1 ... 1
Total charge ... 0

---

Most stable to least stable, the ends of the list are version i and version ii.

---

Version i
DFT (wB97M-V/def2-TZVPD) results for 2 unconnected molecules or ions with the total composition C5H13NO2.

Structure (XYZ):
```
21
C5H13NO2, DFT wB97M-V/def2-TZVPD
C 0.916 0.995 1.014
C 0.969 0.631 -0.447
C -0.794 0.393 -1.089
C 1.687 -0.652 -0.722
O 1.410 1.718 -1.160
H 0.596 0.130 1.589
H 1.921 1.234 1.367
H 0.287 1.870 1.165
H -0.537 0.385 -2.153
H -1.639 -0.277 -1.192
H -1.147 1.387 -0.816
H 1.795 -0.841 -1.790
H 1.105 -1.447 -0.213
H 2.677 -0.648 -0.263
H 1.540 1.475 -2.086
N -2.148 -0.605 1.559
C -1.499 -1.503 0.740
O -0.404 -1.997 1.025
H -2.985 -0.153 1.228
H -1.568 -0.104 2.219
H -2.183 -1.990 0.025
```

SMILES ... CC(C)(C)O.NC=O
E_HOMO ... -0.3434 Ha
HOMO-LUMO gap ... 0.374 hartree
2S+1 ... 1
Total charge ... 0

---

Version ii
DFT (wB97M-V/def2-TZVPD) results for 2 unconnected molecules or ions with the total composition C5H13NO2.

Structure (XYZ):
```
21
C5H13NO2, DFT wB97M-V/def2-TZVPD
C -1.736 -0.132 0.236
C -1.530 -0.786 -1.121
C -1.145 -0.907 1.395
N 0.349 -0.801 1.528
C 1.126 0.368 1.544
C 1.882 1.030 0.459
O 1.079 1.595 -0.570
H -2.798 0.076 0.398
H -1.195 0.816 0.190
H -2.150 -1.696 -1.153
H -0.469 -1.078 -1.192
H -1.695 -0.146 -1.974
H -1.417 -1.960 1.340
H -1.475 -0.456 2.345
H 0.755 -1.258 0.699
H 2.320 1.950 0.875
H 1.407 0.594 2.565
H 2.638 0.411 -0.063
H 1.113 1.052 -1.430
H 1.809 0.980 -3.168
O 1.130 0.348 -2.904
```

E_HOMO ... -0.2658 Ha
HOMO-LUMO gap ... 0.155 hartree
2S+1 ... 1
Total charge ... 0

---

Most stable to least stable, the ends of the list are version i and version ii.

---

Version i
DFT (wB97M-V/def2-TZVPD) results for a gas-phase ion, C3H7N3 (charge +2).

Structure (XYZ):
```
13
C3H7N3, DFT wB97M-V/def2-TZVPD
C -0.755 0.146 -0.307
C 0.660 -1.104 1.268
C -0.432 0.509 -1.648
N 0.084 -0.466 0.378
N -0.755 1.646 -2.120
N 1.142 -0.908 2.413
H -1.807 0.134 -0.056
H 0.736 -2.194 1.139
H 0.364 -0.153 -2.210
H -1.248 2.227 -1.534
H -0.651 1.782 -3.173
H 1.535 -1.572 2.955
H 1.129 -0.048 2.895
```

E_HOMO ... -0.7466 Ha
HOMO-LUMO gap ... 0.337 hartree
2S+1 ... 1
Total charge ... +2

---

Version ii
DFT (wB97M-V/def2-TZVPD) results for 2 unconnected molecules or ions with the total composition C3H7N3.

Structure (XYZ):
```
13
C3H7N3, DFT wB97M-V/def2-TZVPD
C -0.174 0.346 -0.005
C 0.230 -1.470 -1.549
C -0.244 1.479 0.571
N 0.075 -0.491 -0.791
N -0.091 1.473 2.778
N 0.088 -1.775 -2.870
H -1.023 0.963 2.954
H 0.777 -2.364 -1.064
H 0.067 2.458 0.871
H -0.167 2.425 2.602
H 0.378 0.744 3.295
H 0.348 -2.661 -3.181
H -0.262 -1.126 -3.610
```

E_HOMO (spin up / spin down) ... -0.7165 / -0.7167 Ha
HOMO-LUMO gap (spin up / spin down) ... 0.273 / 0.273 hartree
2S+1 ... 1
Total charge ... +2

---

Version iii
DFT (wB97M-V/def2-TZVPD) results for 2 unconnected molecules or ions with the total composition C3H7N3.

Structure (XYZ):
```
13
C3H7N3, DFT wB97M-V/def2-TZVPD
C 3.282 -1.059 0.689
C 2.227 0.926 -0.529
C -2.087 -0.997 0.466
N 2.717 -0.191 0.180
N 0.967 1.046 -0.636
N -1.244 -0.166 -0.056
H 3.568 -1.972 1.167
H 3.055 1.603 -1.008
H -1.871 -1.772 1.186
H -3.195 -1.071 0.114
H 0.696 1.958 -1.012
H -0.177 -0.223 0.120
H -1.631 0.515 -0.712
```

E_HOMO ... -0.7592 Ha
HOMO-LUMO gap ... 0.397 hartree
2S+1 ... 1
Total charge ... +2

---

Most stable to least stable, the ends of the list are version i and version ii.

---

Version i
DFT (wB97M-V/def2-TZVPD) results for a gas-phase ion, C5H10N3O2 (charge +1).

Structure (XYZ):
```
20
C5H10N3O2, DFT wB97M-V/def2-TZVPD
C -2.772 -0.095 1.947
N -1.691 -0.473 1.053
C -0.590 0.091 1.023
O -0.070 1.240 1.471
C 1.084 1.639 0.849
N 1.419 0.582 -0.118
O 2.422 0.901 -0.988
C 0.506 -0.338 -0.273
N 0.154 -1.285 -1.132
C 0.726 -1.436 -2.429
H -3.608 -0.322 1.311
H -2.670 0.908 2.391
H -2.669 -0.834 2.881
H 1.950 1.799 1.461
H 0.946 2.577 0.338
H 3.090 1.349 -0.416
H -0.638 -1.868 -0.895
H 1.222 -0.551 -2.631
H -0.090 -1.540 -3.186
H 1.279 -2.343 -2.658
```

SMILES ... C/N=C1\OCN(O)\C1=[NH+]/C
E_HOMO ... -0.5207 Ha
HOMO-LUMO gap ... 0.400 hartree
2S+1 ... 1
Total charge ... +1

---

Version ii
DFT (wB97M-V/def2-TZVPD) results for 2 unconnected molecules or ions with the total composition C5H10N3O2.

Structure (XYZ):
```
20
C5H10N3O2, DFT wB97M-V/def2-TZVPD
C -1.699 1.572 -0.332
C -0.951 0.690 1.639
C -3.298 1.514 1.495
C 3.283 -2.359 -0.550
C -2.083 1.252 0.936
N -1.331 1.714 -1.404
N 1.342 -1.192 -0.448
N 0.530 -0.369 -0.749
O 0.574 0.231 -2.059
O 2.367 -1.456 -1.301
H -1.331 0.107 2.411
H -0.419 -0.045 0.927
H -0.116 1.425 1.731
H 1.257 -0.225 -2.501
H -4.185 1.951 1.124
H -3.527 1.192 2.527
H 4.171 -1.750 -0.482
H 3.449 -3.171 -1.139
H 2.907 -2.743 0.479
H -0.940 1.663 -2.303
```

E_HOMO ... -0.5239 Ha
HOMO-LUMO gap ... 0.351 hartree
2S+1 ... 1
Total charge ... +1

---

Most stable to least stable, the ends of the list are version i and version ii.

---

Version i
DFT (wB97M-V/def2-TZVPD) results for 2 unconnected molecules or ions with the total composition C7H6N2O.

Structure (XYZ):
```
16
C7H6N2O, DFT wB97M-V/def2-TZVPD
C -1.734 1.648 0.169
C 2.561 1.341 -0.362
C 2.573 -0.703 0.417
C 1.328 0.804 -0.293
C -2.169 -0.961 0.622
C -1.829 -0.843 -0.914
C -1.862 0.299 -0.061
N -1.604 2.772 0.287
N 1.323 -0.458 0.131
O 3.344 0.352 0.114
H 2.995 2.217 -0.660
H 2.968 -1.526 0.988
H -3.141 -1.231 0.987
H -1.309 -1.436 1.317
H -0.875 -1.248 -1.212
H -2.570 -1.024 -1.531
```

E_HOMO (spin up / spin down) ... -0.3638 / -0.3149 Ha
HOMO-LUMO gap (spin up / spin down) ... 0.335 / 0.283 hartree
2S+1 ... 1
Total charge ... 0

---

Version ii
DFT (wB97M-V/def2-TZVPD) results for a single C7H6N2O molecule.

Structure (XYZ):
```
16
C7H6N2O, DFT wB97M-V/def2-TZVPD
N 2.680 -0.633 -2.044
C 1.953 0.221 -1.775
C 0.944 1.179 -1.244
N -0.158 0.548 -0.441
C 0.213 -0.166 0.796
C -0.978 -1.117 0.905
C -1.717 -1.199 -0.185
C -1.181 -0.173 -1.151
C -1.315 -0.273 -2.427
O -1.554 -0.157 -3.553
H 1.549 2.010 -0.702
H 0.457 1.638 -2.104
H 1.213 -0.640 0.943
H 0.225 0.525 1.634
H -1.362 -1.274 1.912
H -2.715 -1.611 -0.401
```

SMILES ... N#CCN1CC=CC1=C=O
E_HOMO ... -0.2893 Ha
HOMO-LUMO gap ... 0.313 hartree
2S+1 ... 1
Total charge ... 0

---

Most stable to least stable, the ends of the list are version ii and version i.